<a>
DFT (ωB97M-V/def2-TZVPD) results for an isolated molecule of C7H17N.

Each line ends with the natural charge from an NBO analysis.
Atoms and positions in Å:
C: -1.381 -2.027 -1.332  -0.2042
N: -0.192 -1.589 -0.529  -0.6412
C: 0.427 -0.199 -0.667  -0.0278
C: 1.346 -0.144 0.628  -0.3905
C: 1.894 1.376 0.702  -0.4113
C: 1.927 1.887 2.179  -0.6186
C: -0.510 1.070 -0.683  -0.6328
C: -2.770 -1.645 -0.890  -0.6259
H: -1.257 -3.211 -1.412  0.1794
H: -1.213 -1.607 -2.256  0.1857
H: -0.450 -1.739 0.512  0.3444
H: 1.178 0.002 -1.576  0.1857
H: 0.744 -0.384 1.516  0.1829
H: 2.075 -0.957 0.516  0.2188
H: 2.728 1.429 -0.035  0.2094
H: 1.220 2.006 0.149  0.1979
H: 2.954 2.161 2.502  0.2123
H: 1.290 2.671 2.031  0.2086
H: 1.549 1.210 2.986  0.2084
H: -0.062 1.776 -1.216  0.1981
H: -0.855 1.354 0.300  0.2056
H: -1.521 0.877 -1.241  0.1999
H: -2.628 -1.408 0.204  0.1966
H: -2.910 -0.653 -1.330  0.2010
H: -3.582 -2.253 -1.058  0.2174

Properties
Gap between HOMO and LUMO in eV: 9.8
Multiplicity: 1
SMILES string: CCC[C@H](C)NCC
LUMO energy in eV: 1.12
HOMO energy in eV: -8.640

***

<b>
DFT (ωB97M-V/def2-TZVPD) results for an isolated molecule of C7H17N.

Each line ends with the natural charge from an NBO analysis.
Atoms and positions in Å:
C: -0.091 -1.500 -0.496  -0.4287
C: 0.461 -2.934 -0.289  -0.4003
C: -0.711 -3.878 -0.092  -0.6006
C: 0.467 -0.701 0.822  -0.2089
N: 0.770 0.725 0.509  -0.6335
C: -0.413 1.492 -0.219  -0.2304
C: -0.266 3.029 -0.635  -0.3953
C: 0.358 4.004 0.334  -0.6262
H: 0.425 -1.018 -1.487  0.2167
H: -1.224 -1.522 -0.483  0.2135
H: 1.044 -2.908 0.687  0.1882
H: 1.226 -3.260 -1.113  0.2065
H: -1.360 -3.407 0.691  0.1944
H: -1.275 -3.958 -0.961  0.1999
H: -0.414 -4.889 0.247  0.2075
H: -0.240 -0.821 1.660  0.1669
H: 1.419 -1.331 1.147  0.1881
H: 0.817 1.226 1.341  0.3415
H: -0.339 0.920 -1.174  0.2077
H: -1.336 1.508 0.358  0.1646
H: 0.409 2.877 -1.538  0.1956
H: -1.170 3.307 -1.020  0.2039
H: -0.033 3.838 1.279  0.1963
H: 1.435 4.212 0.418  0.2215
H: 0.042 4.990 0.015  0.2109

Properties
Gap between HOMO and LUMO in eV: 10.0
Multiplicity: 1
SMILES string: CCCCNCCC
LUMO energy in eV: 1.13
HOMO energy in eV: -8.864

***

<c>
DFT (ωB97M-V/def2-TZVPD) results for an isolated molecule of C7H17N.

Each line ends with the natural charge from an NBO analysis.
Atoms and positions in Å:
C: -0.150 0.187 -0.094  -0.0375
C: 1.105 -0.146 0.762  -0.0367
C: -1.360 -0.373 0.682  -0.4034
C: -2.688 -0.377 -0.067  -0.6082
C: -0.064 -0.451 -1.483  -0.6276
C: -0.284 1.705 -0.246  -0.6120
C: 2.402 0.510 0.268  -0.6272
N: 1.238 -1.594 0.886  -0.8410
H: 0.907 0.230 1.774  0.1859
H: 1.545 -1.987 0.003  0.3492
H: 1.945 -1.818 1.578  0.3581
H: -1.476 0.215 1.596  0.1931
H: -1.117 -1.395 0.975  0.2311
H: -0.870 -0.081 -2.111  0.2157
H: 0.875 -0.199 -1.970  0.2053
H: 0.484 2.101 -0.905  0.2068
H: -0.205 2.198 0.720  0.2058
H: -1.250 1.955 -0.678  0.2092
H: -2.955 0.618 -0.417  0.1948
H: -3.477 -0.718 0.600  0.2117
H: -2.658 -1.047 -0.921  0.2011
H: -0.147 -1.532 -1.415  0.2099
H: 3.229 0.194 0.905  0.2070
H: 2.342 1.593 0.313  0.2101
H: 2.631 0.212 -0.753  0.1988

Properties
Gap between HOMO and LUMO in eV: 10.1
Multiplicity: 1
SMILES string: CCC(C)(C)[C@H](C)N
LUMO energy in eV: 0.94
HOMO energy in eV: -9.153

***

<d>
DFT (ωB97M-V/def2-TZVPD) results for an isolated molecule of C7H17N.

Each line ends with the natural charge from an NBO analysis.
Atoms and positions in Å:
C: -0.607 0.459 0.434  -0.4013
C: -0.996 -0.382 1.660  -0.2237
C: -0.529 -1.815 1.499  -0.6183
C: -2.516 -0.154 1.875  -0.5970
C: 0.798 0.298 -0.122  -0.2299
N: 0.924 0.894 -1.499  -0.4387
C: 2.201 1.588 -1.659  -0.4256
C: 0.727 -0.183 -2.452  -0.4140
H: -0.722 1.525 0.684  0.2113
H: -1.282 0.281 -0.427  0.2007
H: -0.482 -0.022 2.569  0.1933
H: 0.492 -1.905 1.983  0.2067
H: -0.992 -2.664 1.945  0.2193
H: -0.434 -2.008 0.421  0.1996
H: -2.743 0.869 1.591  0.2047
H: -2.896 -0.292 2.869  0.2095
H: -3.076 -0.757 1.152  0.2006
H: 1.135 -0.745 -0.133  0.1809
H: 1.515 0.900 0.528  0.1868
H: 3.025 0.982 -1.268  0.1734
H: 2.139 2.009 -2.666  0.2105
H: 2.269 2.414 -0.940  0.1950
H: 0.879 0.241 -3.436  0.1974
H: -0.308 -0.514 -2.252  0.2008
H: 1.479 -1.019 -2.353  0.1578

Properties
Gap between HOMO and LUMO in eV: 9.6
Multiplicity: 1
SMILES string: CC(C)CCN(C)C
LUMO energy in eV: 1.07
HOMO energy in eV: -8.479

***

Stability, highest: <c>

***

<a>
DFT (ωB97M-V/def2-TZVPD) results for an isolated molecule of C7H17N.

Each line ends with the natural charge from an NBO analysis.
Atoms and positions in Å:
C: 0.290 1.176 -1.955  -0.2189
N: 0.094 0.937 -0.419  -0.6406
C: 0.728 -0.315 0.235  -0.0483
C: -0.309 -0.885 1.291  -0.4022
C: -1.762 -0.870 0.701  -0.3972
C: -2.852 -1.621 1.587  -0.6140
C: 1.988 -0.142 1.114  -0.6350
C: 1.706 1.714 -2.458  -0.6432
H: -0.234 2.081 -2.095  0.1977
H: -0.017 0.194 -2.409  0.2018
H: 0.506 1.728 -0.011  0.3414
H: 0.886 -0.992 -0.550  0.1857
H: -0.226 -2.062 1.463  0.1935
H: -0.326 -0.329 2.227  0.1959
H: -1.940 0.252 0.690  0.2170
H: -1.713 -1.344 -0.317  0.1909
H: -2.991 -1.322 2.621  0.2092
H: -3.947 -1.514 1.021  0.1998
H: -2.509 -2.651 1.445  0.1977
H: 2.515 0.506 0.328  0.2099
H: 2.526 -1.144 1.084  0.2178
H: 1.906 0.180 2.112  0.2168
H: 1.564 1.921 -3.555  0.2156
H: 2.148 2.672 -1.889  0.2087
H: 2.461 0.923 -2.320  0.2000

Properties
Gap between HOMO and LUMO in eV: 9.7
Multiplicity: 1
SMILES string: CCC[C@H](C)NCC
LUMO energy in eV: 1.09
HOMO energy in eV: -8.631

***

<b>
DFT (ωB97M-V/def2-TZVPD) results for a cluster of 2 separate species, C7H17N in total.

Each line ends with the natural charge from an NBO analysis.
Atoms and positions in Å:
C: 1.270 -0.248 -0.399  -0.5972
C: 1.811 1.164 -0.322  -0.6290
C: 2.201 -1.263 0.262  -0.6263
C: -1.490 -1.211 -1.355  -0.6670
C: -1.275 0.023 -0.528  0.2341
C: -1.709 1.244 -0.895  -0.4976
H: 1.144 -0.519 -1.451  0.1612
H: 2.343 -1.053 1.331  0.1757
H: 2.109 1.427 0.702  0.1759
H: 1.056 1.893 -0.645  0.1889
H: 2.701 1.329 -0.949  0.1759
H: 3.216 -1.265 -0.175  0.1689
H: 1.827 -2.290 0.174  0.1852
H: -1.346 -0.980 -2.408  0.2402
H: -2.513 -1.590 -1.223  0.2072
H: -0.792 -2.008 -1.098  0.2312
H: -1.957 1.423 -1.931  0.2163
H: -1.686 2.107 -0.249  0.2048
C: -1.002 0.784 1.882  -0.4223
N: -1.109 -0.330 0.912  -0.6547
H: -1.824 -1.004 1.222  0.3923
H: -0.073 -0.757 0.805  0.4672
H: -1.903 1.391 1.860  0.2126
H: -0.129 1.368 1.600  0.2425
H: -0.871 0.364 2.878  0.2142

Properties
Gap between HOMO and LUMO in eV: 6.4
Multiplicity: 1
LUMO energy in eV: 0.62
HOMO energy in eV: -5.725

***

Stability, highest: <a>

***

<a>
DFT (ωB97M-V/def2-TZVPD) results for a structure of composition C8H10O.

Each line ends with the natural charge from an NBO analysis.
Atoms and positions in Å:
C: -0.684 -1.746 -0.201  -0.1640
C: -0.715 0.502 0.594  -0.1064
C: -1.394 -0.531 0.037  -0.1484
C: 1.133 -1.173 -0.598  0.2845
C: 0.627 0.649 1.169  -0.4765
C: 1.560 0.102 -0.024  0.1352
C: -2.859 -0.605 -0.397  -0.6380
C: 2.511 1.103 -0.673  -0.6322
O: 2.080 -1.229 0.305  -0.4570
H: -0.853 -2.559 -0.963  0.2025
H: -1.311 1.347 0.986  0.1941
H: 0.847 1.677 1.494  0.2220
H: 0.711 0.049 2.080  0.2436
H: -3.134 -1.209 -1.306  0.2283
H: -3.246 0.436 -0.653  0.2206
H: -3.473 -1.056 0.450  0.2245
H: 3.190 0.752 -1.467  0.2353
H: 3.141 1.606 0.155  0.2115
H: 1.871 1.885 -0.988  0.2203

Properties
Gap between HOMO and LUMO (alpha / beta) in eV: 7.1 / 7.8
Multiplicity: 1
LUMO energy (alpha / beta) in eV: -0.60 / -0.14
HOMO energy (alpha / beta) in eV: -7.725 / -7.986

***

<b>
DFT (ωB97M-V/def2-TZVPD) results for a structure of composition C8H10O.

Each line ends with the natural charge from an NBO analysis.
Atoms and positions in Å:
C: 0.669 -1.944 -0.488  -0.6724
C: 0.201 -0.759 0.334  0.5335
C: -1.439 -0.157 -0.477  -0.4367
C: -2.055 -0.792 -1.471  -0.3327
O: 0.020 -0.778 1.536  -0.6015
H: -1.983 0.344 0.317  0.2261
H: 0.004 -2.780 -0.276  0.2368
H: 1.683 -2.199 -0.178  0.2391
H: 0.661 -1.733 -1.556  0.2137
H: -1.512 -1.307 -2.256  0.1889
H: -3.137 -0.839 -1.537  0.2032
C: 1.473 1.677 0.472  -0.2165
C: 1.198 0.599 -0.288  -0.3947
C: 0.706 2.117 1.573  -0.0381
C: 0.057 2.560 2.486  -0.1824
H: 2.326 2.304 0.224  0.2292
H: 1.871 0.353 -1.103  0.2145
H: -0.223 0.428 -0.619  0.3526
H: -0.520 2.907 3.305  0.2371

Properties
Gap between HOMO and LUMO in eV: 8.6
Multiplicity: 1
LUMO energy in eV: -0.14
HOMO energy in eV: -8.759

***

Stability, highest: <a>

***

<a>
DFT (ωB97M-V/def2-TZVPD) results for an isolated molecule of C4H5N.

Each line ends with the natural charge from an NBO analysis.
Atoms and positions in Å:
C: -0.814 -0.213 2.334  0.0605
C: -0.402 -0.033 0.699  0.1261
C: 0.185 0.599 -0.301  -0.3004
C: 0.548 -0.073 -1.596  -0.6273
N: -0.707 -1.253 1.594  -0.3518
H: -1.323 0.061 3.218  0.2132
H: 0.370 1.655 -0.091  0.2280
H: 1.540 0.200 -1.912  0.2147
H: -0.012 0.296 -2.355  0.2135
H: 0.618 -1.239 -1.590  0.2234

Properties
Gap between HOMO and LUMO in eV: 9.9
Multiplicity: 1
SMILES string: C/C=C1C=N/1
LUMO energy in eV: 0.93
HOMO energy in eV: -8.961

***

<b>
DFT (ωB97M-V/def2-TZVPD) results for an isolated molecule of C4H5N.

Each line ends with the natural charge from an NBO analysis.
Atoms and positions in Å:
C: -3.638 -0.048 -0.010  -0.2275
C: -2.398 0.002 -0.093  0.0991
C: -0.071 -0.474 0.535  0.0894
C: 1.273 -0.546 -0.054  -0.7142
N: -1.243 0.171 -0.616  -0.3670
H: -4.642 0.097 0.191  0.2253
H: -0.510 -0.964 1.421  0.1906
H: 1.097 -0.777 -1.017  0.2410
H: 1.817 0.340 -0.099  0.2362
H: 1.985 -1.255 0.453  0.2270

Properties
Gap between HOMO and LUMO (alpha / beta) in eV: 9.2 / 7.6
Multiplicity: 1
SMILES string: C#C/N=C/C
LUMO energy (alpha / beta) in eV: 0.13 / -0.97
HOMO energy (alpha / beta) in eV: -9.084 / -8.522

***

Stability, highest: <a>

***

<a>
DFT (ωB97M-V/def2-TZVPD) results for an isolated molecule of C4H5N.

Each line ends with the natural charge from an NBO analysis.
Atoms and positions in Å:
C: -0.613 0.652 -0.818  -0.2853
C: 0.085 1.176 0.210  -0.0912
N: 0.695 0.128 0.924  -0.5335
C: 0.358 -1.013 0.317  -0.0477
C: -0.482 -0.886 -0.728  -0.3177
H: -1.211 1.180 -1.532  0.2190
H: 0.249 2.210 0.472  0.2127
H: 1.094 0.227 1.844  0.4143
H: 0.666 -2.004 0.664  0.2044
H: -0.841 -1.669 -1.352  0.2250

Properties
Gap between HOMO and LUMO in eV: 9.7
Multiplicity: 1
SMILES string: c1cc[nH]c1
LUMO energy in eV: 1.09
HOMO energy in eV: -8.587

***

<b>
DFT (ωB97M-V/def2-TZVPD) results for an isolated molecule of C4H5N.

Each line ends with the natural charge from an NBO analysis.
Atoms and positions in Å:
C: -1.395 0.214 -0.816  0.2775
C: -0.507 0.495 0.396  -0.3161
C: 0.900 0.462 -0.186  -0.3877
C: 0.380 -0.813 0.567  -0.3791
H: -0.849 1.206 1.095  0.2547
H: 1.792 0.959 0.208  0.2304
H: 1.016 0.273 -1.186  0.2257
H: 0.003 -1.631 0.048  0.2247
H: 0.565 -1.008 1.618  0.2215
N: -1.905 -0.157 -1.743  -0.3516

Properties
Gap between HOMO and LUMO in eV: 11.9
Multiplicity: 1
SMILES string: N#CC1CC1
LUMO energy in eV: 1.03
HOMO energy in eV: -10.879

***

Stability, highest: <a>